[1]
{
  "formula": "C18H38BrN2",
  "method": "ωB97M-V/def2-TZVPD",
  "elements": ["C", "C", "C", "C", "C", "C", "Br", "H", "H", "H", "H", "H", "H", "H", "H", "C", "C", "N", "C", "C", "C", "C", "H", "H", "H", "H", "H", "H", "H", "H", "H", "H", "H", "H", "H", "H", "H", "C", "C", "N", "C", "C", "C", "C", "H", "H", "H", "H", "H", "H", "H", "H", "H", "H", "H", "H", "H", "H", "H"],
  "positions_angstrom": [[4.97, 3.69, 1.54], [3.94, 4.05, 2.10], [2.75, 4.45, 2.77], [1.51, 4.38, 1.87], [0.47, 3.39, 2.46], [0.95, 1.97, 2.23], [0.21, 0.71, 3.55], [5.85, 3.18, 1.25], [2.91, 5.47, 3.15], [1.79, 4.02, 0.87], [0.99, 5.34, 1.79], [-0.54, 3.53, 2.05], [0.44, 3.56, 3.54], [0.63, 1.60, 1.26], [2.03, 1.94, 2.33], [-2.03, -1.85, 1.20], [-1.78, -3.31, 0.85], [-0.48, -3.51, 0.23], [-0.32, -4.82, -0.36], [-0.32, -6.04, 0.58], [0.65, -2.99, 0.98], [0.87, -3.51, 2.41], [-1.90, -1.21, 0.33], [-3.05, -1.72, 1.56], [-1.36, -1.50, 1.98], [-2.54, -3.63, 0.13], [-1.93, -3.92, 1.75], [0.62, -4.82, -0.93], [-1.12, -4.95, -1.09], [0.60, -6.12, 1.15], [-0.42, -6.96, -0.02], [-1.16, -6.01, 1.27], [0.56, -1.91, 1.03], [1.56, -3.17, 0.39], [-0.06, -3.54, 2.98], [1.55, -2.85, 2.94], [1.31, -4.51, 2.42], [-0.73, -1.06, -2.60], [-0.44, 0.25, -1.88], [-0.10, 1.34, -2.79], [0.47, 2.50, -2.12], [-0.41, 3.31, -1.15], [-1.08, 1.61, -3.82], [-2.51, 1.97, -3.39], [0.10, -1.33, -3.26], [-0.86, -1.86, -1.87], [-1.64, -1.01, -3.20], [0.42, 0.10, -1.23], [-1.29, 0.49, -1.22], [0.85, 3.18, -2.89], [1.35, 2.16, -1.57], [-1.14, 3.92, -1.68], [0.22, 3.99, -0.58], [-0.93, 2.68, -0.44], [-1.13, 0.74, -4.48], [-0.68, 2.41, -4.45], [-2.87, 1.30, -2.61], [-3.18, 1.87, -4.25], [-2.59, 2.99, -3.04]],
  "gap_ev": 4.5,
  "total_charge": -1,
  "total_energy_ha": -3392.05305,
  "e_lumo_ha": 0.0943
}

[2]
{
  "formula": "C18H38IN3O6",
  "method": "ωB97M-V/def2-TZVPD",
  "elements": ["C", "C", "O", "C", "O", "N", "C", "C", "C", "I", "H", "H", "H", "H", "H", "H", "H", "H", "C", "O", "C", "C", "N", "C", "C", "O", "C", "H", "H", "H", "H", "H", "H", "H", "H", "H", "H", "H", "H", "H", "H", "H", "C", "O", "C", "C", "N", "C", "C", "O", "C", "H", "H", "H", "H", "H", "H", "H", "H", "H", "H", "H", "H", "H", "H", "H"],
  "positions_angstrom": [[-0.01, 3.68, 1.60], [-1.08, 4.19, 1.40], [-2.27, 4.69, 1.19], [-3.14, 4.61, 2.29], [-2.81, 4.98, 3.37], [-4.37, 4.06, 1.96], [-4.54, 2.66, 2.36], [-3.47, 1.67, 1.90], [-3.84, 0.24, 2.34], [-3.26, 1.77, -0.24], [0.92, 3.21, 1.81], [-4.62, 4.21, 0.99], [-5.52, 2.32, 2.02], [-4.56, 2.66, 3.46], [-2.52, 1.93, 2.37], [-3.06, -0.15, 3.00], [-4.78, 0.23, 2.90], [-3.90, -0.44, 1.50], [1.80, 0.95, -0.79], [0.97, 0.33, -1.75], [-0.05, 1.18, -2.27], [0.20, 1.48, -3.73], [1.38, 2.33, -3.90], [1.80, 2.51, -5.28], [2.30, 1.29, -6.04], [3.51, 0.75, -5.54], [3.38, -0.20, -4.50], [2.46, 0.18, -0.39], [2.40, 1.75, -1.22], [1.21, 1.36, 0.03], [-0.11, 2.11, -1.69], [-1.00, 0.66, -2.18], [-0.67, 2.00, -4.14], [0.30, 0.52, -4.26], [2.14, 1.93, -3.37], [2.61, 3.25, -5.28], [0.97, 2.95, -5.85], [2.51, 1.60, -7.07], [1.54, 0.50, -6.10], [2.46, -0.77, -4.59], [3.41, 0.27, -3.51], [4.23, -0.88, -4.57], [1.72, -5.45, 3.65], [2.17, -4.76, 2.50], [1.44, -5.03, 1.32], [0.70, -3.80, 0.85], [-0.38, -3.45, 1.77], [-1.02, -2.17, 1.49], [-0.17, -0.92, 1.65], [0.22, -0.63, 2.98], [1.41, -1.26, 3.42], [2.42, -5.24, 4.45], [0.72, -5.13, 3.95], [1.70, -6.53, 3.48], [0.74, -5.86, 1.48], [2.15, -5.33, 0.54], [0.27, -3.99, -0.14], [1.44, -2.99, 0.74], [-0.01, -3.44, 2.71], [-1.87, -2.09, 2.17], [-1.42, -2.19, 0.48], [-0.78, -0.06, 1.33], [0.70, -0.93, 0.99], [2.11, -1.40, 2.59], [1.22, -2.23, 3.89], [1.86, -0.61, 4.17]],
  "gap_ev": 9.0,
  "total_charge": 0,
  "total_energy_ha": -1621.85182,
  "smiles": "C#COC(=O)NC[C@@H](C)I.COCCNCCOC.COCCNCCOC",
  "e_lumo_ha": 0.0116
}

[3]
{
  "formula": "C18H38N5O4RuS",
  "method": "ωB97M-V/def2-TZVPD",
  "elements": ["Ru", "N", "C", "C", "C", "C", "N", "H", "H", "H", "H", "H", "H", "H", "H", "H", "H", "H", "H", "C", "C", "O", "C", "C", "H", "H", "H", "H", "H", "H", "H", "H", "H", "H", "C", "C", "C", "O", "C", "H", "H", "H", "H", "H", "H", "H", "H", "C", "S", "C", "O", "H", "H", "H", "H", "H", "H", "N", "C", "O", "C", "C", "N", "C", "N", "H", "H"],
  "positions_angstrom": [[-0.06, -0.31, 0.24], [0.02, -0.34, 2.37], [1.20, -0.84, 3.12], [2.27, 0.23, 3.25], [2.74, 0.83, 1.92], [3.12, -0.21, 0.88], [2.04, -0.42, -0.14], [-0.15, 0.62, 2.69], [-0.81, -0.85, 2.66], [1.59, -1.71, 2.59], [0.90, -1.17, 4.11], [3.12, -0.22, 3.77], [1.91, 1.03, 3.91], [3.60, 1.47, 2.13], [1.97, 1.49, 1.51], [3.32, -1.17, 1.34], [4.03, 0.08, 0.35], [2.23, -1.30, -0.61], [2.18, 0.28, -0.87], [1.59, 2.51, -1.29], [0.41, 2.97, -0.47], [-0.22, 1.91, 0.30], [-1.14, 2.50, 1.27], [-2.18, 3.41, 0.66], [1.90, 3.34, -1.93], [1.33, 1.68, -1.95], [2.45, 2.26, -0.67], [-0.35, 3.40, -1.13], [0.72, 3.74, 0.23], [-0.54, 3.03, 2.01], [-1.64, 1.66, 1.74], [-1.76, 4.36, 0.32], [-2.92, 3.64, 1.42], [-2.69, 2.93, -0.17], [-1.94, -0.08, -3.59], [-0.77, -0.89, -4.13], [0.06, -1.19, -2.88], [-0.31, -0.18, -1.91], [-1.29, 0.73, -2.49], [-2.71, -0.74, -3.17], [-2.41, 0.55, -4.34], [-0.19, -0.30, -4.84], [-1.08, -1.80, -4.64], [1.13, -1.12, -3.06], [-0.17, -2.16, -2.45], [-0.76, 1.59, -2.90], [-1.94, 1.06, -1.69], [0.83, -4.75, -0.65], [0.83, -3.47, 0.58], [0.02, -4.36, 1.90], [-0.22, -2.46, 0.07], [1.48, -5.56, -0.30], [1.25, -4.32, -1.57], [-0.18, -5.10, -0.81], [0.67, -5.19, 2.19], [-0.94, -4.72, 1.56], [-0.10, -3.69, 2.75], [-2.97, -2.05, -0.54], [-3.12, -0.92, 0.13], [-2.18, -0.21, 0.54], [-4.50, -0.46, 0.42], [-4.65, 0.69, 1.21], [-4.72, 1.64, 1.86], [-5.59, -1.17, -0.08], [-6.42, -1.84, -0.53], [-2.04, -2.43, -0.64], [-3.78, -2.59, -0.83]],
  "gap_ev": [9.4, 5.6],
  "s2": 0.78,
  "total_charge": 2,
  "spin_multiplicity": 2,
  "total_energy_ha": -1775.92464,
  "e_lumo_ha": [-0.1751, -0.3138]
}